# C28H18BrF4MnNOPS

A structure of composition C28H18BrF4MnNOPS (wB97M-V/def2-TZVPD, the Open Molecules 2025 dataset).

For the molar mass, the calculation gives 658.3 g mol⁻¹. The multiplicity is 5. As for the relative energy (zero: lowest compared OMol25 entry of this formula, charge and spin): 166.2 kcal/mol. The HOMO-LUMO gap (alpha / beta) comes out at 5.945 / 5.797 eV. Its expectation value of S² is 6.0758.

Last column: Mulliken spin population.
Geometry (Å):
Br 1.580 -3.156 -0.031  0.032
Mn 1.675 -0.626 -0.026  3.671
S 3.985 -0.646 -0.037  0.008
P -0.752 -0.721 -0.026  -0.007
F -2.810 -6.522 -0.031  0.000
F -3.708 -1.855 -0.026  0.001
F -4.602 -4.453 -0.029  0.000
F -0.113 -6.007 -0.032  -0.001
O 1.675 -0.627 1.586  0.256
N 1.710 1.392 -0.028  0.029
C -0.831 -0.892 -4.133  0.001
C -0.544 -3.675 -0.029  0.054
C -2.829 -2.879 -0.028  -0.008
C -0.840 -0.895 4.079  -0.001
C -1.996 0.558 -2.061  -0.006
C 2.050 4.148 -0.027  -0.004
C -2.368 -5.252 -0.030  0.000
C -0.691 1.570 -0.024  0.078
C 4.114 1.084 -0.034  -0.015
C 5.398 1.631 -0.037  -0.002
C -1.126 -0.507 -1.755  -0.040
C -2.269 0.890 -3.385  -0.002
C -1.686 0.167 -4.421  0.003
C -1.998 0.555 2.004  -0.001
C 4.472 3.849 -0.033  -0.004
C 3.173 3.310 -0.030  0.001
C -0.556 -1.237 2.756  0.015
C -0.551 -1.234 -2.809  0.008
C 0.652 2.219 -0.025  -0.062
C -1.127 -0.510 1.702  0.049
C -2.275 0.887 3.327  -0.002
C 2.968 1.908 -0.030  -0.033
C 0.781 3.604 -0.025  0.002
C -0.998 -4.993 -0.030  -0.037
C -1.696 0.165 4.364  0.006
C -1.460 -2.613 -0.028  0.014
C -3.282 -4.196 -0.029  -0.002
C 5.576 3.015 -0.036  0.002
H -2.464 1.133 1.232  0.002
H -1.900 0.427 -5.449  0.000
H 6.579 3.427 -0.039  0.000
H -0.380 -1.454 -4.940  0.000
H 4.622 4.923 -0.032  0.000
H 0.111 -2.063 2.563  -0.012
H 6.265 0.979 -0.041  -0.002
H -0.391 -1.457 4.887  0.001
H -0.794 0.960 0.852  0.005
H -0.794 0.963 -0.899  0.007
H -0.090 4.246 -0.023  0.001
H -1.495 2.306 -0.024  -0.002
H -2.465 1.136 -1.291  0.000
H 0.117 -2.061 -2.613  -0.001
H -2.936 1.712 -3.611  0.000
H -1.912 0.425 5.392  0.000
H -2.942 1.710 3.550  -0.001
H 2.168 5.226 -0.026  -0.001


# C28H19F4IrN9O2

A structure of composition C28H19F4IrN9O2 (wB97M-V/def2-TZVPD, the Open Molecules 2025 dataset).

For the molar mass, the calculation gives 781.7 g mol⁻¹. The multiplicity is 2. As for the relative energy (zero: lowest compared OMol25 entry of this formula, charge and spin): 0.0 kcal/mol. The HOMO-LUMO gap (alpha / beta) comes out at 5.862 / 4.897 eV. Its expectation value of S² is 0.8383. The total charge is +4.

Last column: Mulliken spin population.
Geometry (Å):
Ir 0.602 -0.015 -0.230  0.024
F 1.067 2.577 -7.544  -0.010
F -1.508 -1.049 -9.174  -0.001
F 1.083 1.455 -5.137  0.007
F -1.470 -2.139 -6.798  0.025
O -0.658 -1.127 3.433  0.004
O -0.481 1.714 3.246  0.004
N -0.037 0.145 1.593  0.007
N 0.733 -0.194 -2.328  0.145
N -1.382 0.311 -11.802  0.100
N -1.052 -3.292 -3.943  0.239
N 2.633 -0.042 0.150  -0.002
N 0.901 3.636 -10.318  0.087
N 0.226 -2.029 0.121  0.000
N 0.568 2.053 -0.123  -0.002
N 5.090 -0.701 1.649  0.000
C 4.506 0.684 1.670  0.000
C 4.758 -1.382 0.353  0.000
C -0.220 0.814 -8.490  0.036
C -0.179 -0.383 -5.889  0.000
C -0.872 -0.425 -8.231  -0.008
C 0.640 4.305 -0.889  0.000
C -0.148 -4.328 -0.382  0.000
C 0.275 -3.060 -0.736  -0.002
C -0.685 -3.481 1.791  0.000
C 3.004 0.630 1.446  0.000
C 0.460 0.857 -6.145  0.074
C -0.634 -4.547 0.900  0.000
C 0.406 2.622 -10.073  -0.004
C -0.349 -1.045 2.288  -0.001
C 0.182 4.756 0.341  0.000
C -0.881 0.803 -10.884  -0.001
C -0.160 -0.983 -4.604  0.201
C -0.259 -2.241 1.370  0.000
C -0.850 -1.004 -6.972  0.148
C 0.121 2.492 1.080  -0.001
C -0.169 1.443 2.130  -0.001
C -0.716 -2.248 -4.306  -0.027
C -0.078 3.828 1.344  0.000
C 0.452 1.438 -7.380  -0.056
C 0.821 2.949 -1.090  -0.002
C -0.233 1.396 -9.780  -0.007
C 0.430 -0.437 -3.410  0.026
C 3.251 -1.406 0.128  0.000
H 0.028 5.812 0.517  0.000
H 3.042 0.508 -0.608  0.000
H 2.747 -1.999 0.892  0.000
H 4.740 -1.246 2.445  0.000
H 2.627 1.651 1.436  0.000
H 0.660 -2.854 -1.725  0.000
H -0.441 4.115 2.323  0.000
H 6.107 -0.657 1.773  0.000
H 2.501 0.093 2.251  0.000
H 1.174 2.558 -2.035  0.001
H 5.284 -0.831 -0.428  0.000
H -1.064 -3.584 2.800  0.000
H 5.152 -2.397 0.382  0.000
H 0.854 4.996 -1.694  0.000
H -0.977 -5.530 1.197  0.000
H 3.056 -1.870 -0.837  0.001
H 4.721 1.136 2.638  0.000
H 5.029 1.253 0.901  0.000
H -0.101 -5.128 -1.108  0.000


# C28H20BCl2N2O6

A cluster of 2 separate species, C28H20BCl2N2O6 in total (wB97M-V/def2-TZVPD, the Open Molecules 2025 dataset).

For the molar mass, the calculation gives 562.2 g mol⁻¹. As for the relative energy (zero: lowest compared OMol25 entry of this formula, charge and spin): 0.0 kcal/mol. The HOMO-LUMO gap comes out at 5.787 eV. The total charge is -1.

Last column: Mulliken charge in e.
Geometry (Å):
Cl -1.825 1.389 -1.743  -0.158
Cl -1.697 2.455 1.221  -0.212
O 1.109 1.735 -2.625  -0.700
O 0.652 -2.242 -1.374  -0.437
O 4.370 -0.442 0.823  0.028
O 1.459 -1.184 3.852  -0.359
O 1.446 -0.317 -4.390  -0.326
O 1.117 2.442 2.220  -0.706
N 4.089 0.311 -2.177  -0.989
N 4.164 2.697 0.521  -0.926
C 0.966 -4.184 0.077  -1.283
C 1.391 -0.564 2.608  0.934
C 5.692 -1.710 2.138  -0.847
C -0.675 -0.805 -3.799  -0.833
C 0.607 0.326 -5.259  0.532
C 0.885 1.132 -1.566  1.032
C 0.676 -0.946 -3.442  -0.240
C 2.128 1.023 0.602  1.543
C 6.048 -1.583 -0.429  -1.109
C 0.232 -0.974 1.960  -0.116
C 3.069 0.325 -1.588  -0.934
C 2.617 -2.182 -2.511  -0.235
C -0.375 1.390 -0.845  -0.491
C -0.474 -1.819 2.856  -1.397
C 0.304 -1.912 3.988  0.559
C 3.858 -0.363 2.128  0.403
C 4.674 -1.124 2.948  -0.775
C 0.965 1.853 1.147  -0.023
C 1.457 -3.258 -0.932  0.702
C -0.703 -0.004 -4.980  -0.545
C 2.673 -3.240 -1.589  -1.007
C -0.310 1.868 0.418  -0.054
C 1.365 -1.539 -2.363  1.232
C 0.123 -2.655 5.219  -1.357
C 1.891 0.326 -0.819  2.001
C 5.444 -1.270 0.848  0.588
C 1.228 1.291 -6.140  -1.302
C 3.272 1.931 0.555  -0.231
B 2.534 0.335 2.175  -0.301
H -0.055 -4.534 -0.125  0.268
H 0.433 -3.695 5.078  0.257
H 0.682 -2.205 6.039  0.324
H 5.500 -2.412 -0.908  0.053
H 1.645 -5.042 0.097  0.377
H 1.029 -3.730 1.072  0.107
H 3.396 -1.887 -3.205  0.575
H 7.081 -1.909 -0.248  0.408
H 1.423 2.238 -5.609  0.224
H -1.593 0.364 -5.492  0.430
H -1.438 -2.276 2.681  0.433
H -0.073 -0.681 0.959  0.540
H 6.496 -2.390 2.410  0.452
H 5.994 -0.727 -1.115  0.304
H 0.595 1.500 -7.010  0.366
H 2.197 0.904 -6.470  0.307
H 4.551 -1.242 4.023  0.494
H -0.942 -2.672 5.455  0.353
H 3.504 -3.941 -1.442  0.434
H -1.529 -1.185 -3.248  0.638


# C28H20F7N5O7S2Zr

A structure of composition C28H20F7N5O7S2Zr (wB97M-V/def2-TZVPD, the Open Molecules 2025 dataset).

For the molar mass, the calculation gives 826.8 g mol⁻¹. As for the relative energy (zero: lowest compared OMol25 entry of this formula, charge and spin): 0.0 kcal/mol. The HOMO-LUMO gap comes out at 5.945 eV. The total charge is +2.

Last column: Mulliken charge in e.
Geometry (Å):
Zr -0.351 -2.073 1.645  1.473
S 0.443 -4.304 3.951  1.134
S -1.630 -2.646 4.058  1.247
F 0.659 -6.521 2.606  -0.190
F -2.683 -2.011 6.334  -0.151
F 4.222 2.345 4.133  -0.316
F -0.369 -4.953 1.526  -0.173
F -1.387 -6.042 3.110  -0.199
F -3.880 -1.516 4.593  -0.162
F -3.728 -3.577 5.253  -0.153
O 0.320 -1.403 -2.022  -0.496
O 0.416 -2.577 -0.102  -0.651
O -2.065 -3.099 2.693  -0.587
O 1.393 -4.936 4.770  -0.553
O 0.922 -3.249 3.005  -0.733
O 1.038 -0.622 1.703  -0.996
O -0.969 -1.353 3.814  -0.522
N -5.291 1.178 -2.674  0.010
N -0.799 -3.729 4.781  -0.502
N -1.863 -0.736 0.705  0.062
N -3.991 2.887 -2.048  -0.579
N 4.044 0.287 -0.944  0.115
C -3.119 -2.420 5.171  0.551
C 5.159 1.680 0.723  1.036
C 5.296 -0.532 -2.964  -1.771
C -6.771 2.441 -4.295  -1.048
C 4.151 1.835 2.910  -0.058
C -4.239 1.609 -1.907  -0.170
C -0.229 -5.571 2.725  0.775
C -1.677 0.600 0.572  -0.534
C -3.654 -0.605 -0.870  -0.937
C 2.024 -0.350 0.851  1.947
C 6.229 2.046 -0.260  -0.971
C 0.843 -1.618 -0.974  0.066
C -6.119 4.791 -4.392  -0.508
C 5.166 2.167 2.005  -0.718
C -5.740 2.277 -3.370  0.764
C -2.845 -1.315 -0.017  -0.240
C 4.105 0.814 0.342  -0.524
C 5.118 0.606 -1.973  0.453
C 2.000 -0.831 -0.446  0.683
C 3.085 0.497 1.269  0.407
C -4.915 3.337 -2.961  0.630
C -6.939 3.713 -4.793  -0.416
C 6.419 0.922 -1.258  -0.935
C -5.106 4.624 -3.481  -0.785
C -2.437 1.370 -0.265  -0.707
C -3.456 0.772 -1.020  0.975
C 3.113 1.019 2.575  -1.116
C 3.023 -0.466 -1.313  -0.724
H 7.155 2.270 0.267  0.489
H -4.419 -1.141 -1.413  0.355
H 6.196 -0.330 -3.542  0.427
H 4.483 -0.622 -3.682  0.521
H 5.935 2.961 -0.784  0.338
H -7.724 3.897 -5.513  0.399
H -7.405 1.622 -4.604  0.395
H -2.264 2.433 -0.348  0.566
H 6.794 0.020 -0.766  0.349
H 2.341 0.777 3.289  0.635
H 3.008 -0.808 -2.336  0.512
H -4.476 5.444 -3.167  0.445
H -0.891 1.039 1.173  0.730
H -2.989 -2.384 0.102  0.521
H 7.150 1.200 -2.016  0.396
H 4.753 1.501 -2.483  0.163
H -5.676 0.252 -2.727  0.184
H -6.301 5.767 -4.817  0.400
H 5.439 -1.485 -2.453  0.417
H 5.957 2.825 2.342  0.557